The following is a quantum chemistry calculation of a molecular structure, C10H23ClHfN6O12 in a non-equilibrium geometry, from the OMol25 dataset.

Results
HOMO   -0.7500 hartree
Charge   +4
Orbital gap   1.85 eV

The geometry in XYZ format:
```
53
Properties=species:S:1:pos:R:3:forces:R:3:nbo_charge:R:1
C 22.200 -0.855 -19.583 0.65 -0.67 0.87 -0.643
C 22.200 0.447 -20.340 -0.61 -0.78 -1.12 -0.234
N 21.946 1.558 -19.420 -0.11 0.48 0.07 -0.265
C 22.782 1.896 -18.424 -1.19 0.85 -0.32 0.123
C 22.250 3.121 -17.881 -0.21 -0.58 -1.47 0.146
N 21.122 3.406 -18.605 1.83 -1.38 1.19 -0.295
C 20.890 2.439 -19.504 1.37 0.10 -0.23 0.395
C 20.455 4.621 -18.369 -1.85 2.56 -0.59 -0.446
H 21.534 -0.839 -18.721 -0.21 0.04 -0.13 0.238
H 23.208 -0.999 -19.193 0.02 -0.26 0.16 0.234
H 21.965 -1.751 -20.157 -0.04 0.34 -0.30 0.288
H 21.453 0.455 -21.134 -0.32 0.26 0.26 0.247
H 23.143 0.607 -20.863 0.12 0.26 0.29 0.248
H 23.649 1.285 -18.217 0.12 0.23 0.28 0.303
H 22.638 3.892 -17.231 0.16 -0.46 0.43 0.287
H 20.121 2.445 -20.262 -0.17 -0.16 0.07 0.303
H 20.778 5.403 -19.057 0.57 -0.13 -0.13 0.251
H 20.618 5.008 -17.364 -0.23 -0.45 0.02 0.270
H 19.400 4.572 -18.640 -0.04 -0.43 0.56 0.254
Hf 24.067 7.929 -21.800 -0.49 -3.04 -0.66 1.825
Cl 21.190 5.165 -22.240 -0.15 0.84 -1.66 2.566
O 21.493 3.777 -22.319 0.22 -1.45 0.97 -0.815
O 19.914 5.370 -21.639 0.29 0.04 -0.34 -0.779
O 22.193 5.869 -21.456 1.91 1.36 1.94 -0.972
O 21.393 5.688 -23.555 -1.10 0.31 -0.62 -0.813
C 16.736 4.886 -19.561 -0.65 1.38 0.67 -0.519
N 16.742 3.435 -19.589 -2.51 0.75 0.96 0.532
O 15.849 2.810 -19.035 1.84 0.34 -0.98 -0.181
O 17.647 2.982 -20.252 1.21 -1.94 -0.53 -0.324
H 17.495 5.281 -20.237 -0.10 -0.18 0.02 0.243
H 16.884 5.224 -18.536 0.17 -0.16 0.10 0.264
H 15.740 5.247 -19.816 -0.05 -0.17 -0.26 0.298
C 22.071 3.849 -26.743 0.75 0.98 0.75 -0.511
N 21.313 3.769 -27.992 1.58 0.88 1.35 0.539
O 21.866 4.184 -28.972 -0.59 -0.39 -0.75 -0.180
O 20.164 3.461 -27.879 -2.05 -0.68 -0.77 -0.147
H 23.101 3.837 -27.101 0.18 -0.28 0.48 0.269
H 21.810 3.210 -25.900 -0.06 -0.91 -0.77 0.245
H 21.828 4.826 -26.324 0.11 0.37 -0.42 0.253
C 18.898 2.815 -24.244 -1.66 2.17 0.12 -0.536
N 19.392 1.471 -24.079 0.20 0.30 -0.25 0.528
O 19.198 0.936 -22.975 0.67 0.06 -1.49 -0.235
O 19.970 0.985 -25.035 -0.32 -0.41 1.49 -0.190
H 18.312 3.133 -23.382 0.19 -0.37 0.57 0.269
H 18.154 2.948 -25.029 0.06 -0.93 -0.51 0.303
H 19.605 3.622 -24.436 0.78 -0.72 0.09 0.257
C 25.940 4.108 -23.837 -0.50 -0.50 -1.37 -0.488
N 25.006 4.555 -22.774 0.26 -2.99 3.86 0.568
O 24.598 3.778 -21.890 0.88 2.07 -3.10 -0.240
O 24.891 5.776 -22.646 -0.79 3.11 0.08 -0.569
H 25.565 4.488 -24.788 -0.12 0.24 0.07 0.262
H 25.946 3.021 -23.923 0.07 0.16 0.55 0.278
H 26.924 4.554 -23.697 -0.11 -0.05 0.48 0.295
```
Positions in Å, forces in eV/Å.



The following is a quantum chemistry calculation of a single C2H2N4 molecule in a non-equilibrium geometry, from the OMol25 dataset.

Results
HOMO   -0.3914 hartree
Orbital gap   10.83 eV
ΔE to the lowest compared entry with this formula, charge and spin   101.0 kcal per mole

The geometry in XYZ format:
```
8
Properties=species:S:1:pos:R:3:forces:R:3:nbo_charge:R:1
N -0.871 -1.679 -0.735 0.13 -1.61 -2.66 -0.053
N -0.519 -1.690 0.408 0.00 0.31 1.48 -0.016
C -0.735 -0.374 -0.224 1.10 4.09 1.92 -0.111
C 0.540 0.612 -0.219 -2.09 -1.77 -1.90 -0.103
N 0.787 1.375 0.963 -0.51 0.67 1.59 -0.047
N 1.519 0.427 0.810 1.11 -0.63 0.89 -0.041
H -1.666 0.175 0.045 0.69 -0.62 -0.21 0.185
H 0.945 1.154 -1.049 -0.44 -0.44 -1.11 0.186
```
Positions in Å, forces in eV/Å.



The following is a quantum chemistry calculation of a single C3H7N molecule in a non-equilibrium geometry, from the OMol25 dataset.

Results
HOMO   -0.2839 hartree
Orbital gap   8.92 eV
ΔE to the lowest compared entry with this formula, charge and spin   12.9 kcal per mole

The geometry in XYZ format:
```
11
Properties=species:S:1:pos:R:3:forces:R:3:nbo_charge:R:1
C 1.933 -0.225 0.507 0.11 0.71 -0.17 -0.544
C 0.787 0.226 -0.016 -0.05 -0.99 0.11 0.022
N -0.482 -0.092 0.404 -0.27 0.56 0.08 -0.625
C -1.607 0.120 -0.496 0.56 -0.35 0.36 -0.402
H 1.998 -0.706 1.474 -0.07 -0.31 -0.14 0.192
H 2.846 0.014 -0.021 0.06 0.10 0.29 0.204
H 0.801 0.825 -0.919 0.02 -0.05 -0.12 0.185
H -0.600 -0.642 1.237 0.02 -0.07 -0.18 0.386
H -2.524 -0.258 -0.052 -0.05 0.17 0.17 0.207
H -1.692 1.186 -0.698 -0.29 0.00 -0.23 0.192
H -1.460 -0.449 -1.420 -0.05 0.22 -0.14 0.183
```
Positions in Å, forces in eV/Å.



The following is a quantum chemistry calculation of a molecular structure, C15H14Cl5NO4S2SiTi, from the OMol25 dataset.

Results
HOMO (spin up / spin down)   -0.1907 / -0.1977 hartree
Charge   -1
2S+1   2
Orbital gap (spin up / spin down)   7.60 / 7.78 eV
⟨S²⟩   0.753
ΔE to the lowest compared entry with this formula, charge and spin   0.0 kcal per mole

The geometry in XYZ format:
```
43
Properties=species:S:1:pos:R:3:forces:R:3:mulliken_spin:R:1
Ti -0.196 0.894 -0.246 -0.36 -0.77 0.22 0.928
Cl 2.454 6.326 1.356 0.00 0.05 0.03 0.000
C 2.044 4.943 0.420 -0.01 -0.03 -0.02 0.004
C 2.954 3.895 0.284 0.06 -0.06 -0.01 0.001
Cl 4.487 3.979 1.064 0.01 0.03 0.02 0.000
C 2.627 2.773 -0.457 -0.06 -0.05 -0.12 0.019
Cl 3.689 1.421 -0.562 0.01 0.03 0.01 0.002
C 1.382 2.661 -1.106 0.12 0.22 0.17 0.012
O 1.000 1.541 -1.698 -0.11 0.11 0.37 -0.018
C 0.496 3.746 -0.977 0.03 -0.12 -0.11 -0.006
Cl -1.027 3.596 -1.780 -0.02 0.11 0.04 0.005
C 0.808 4.861 -0.209 0.00 0.09 -0.04 -0.001
Cl -0.329 6.135 -0.052 -0.03 0.03 -0.01 0.000
O -1.906 1.501 0.630 0.30 -0.01 -0.11 -0.001
S -1.272 1.868 1.992 0.18 0.36 -0.28 0.015
O -1.311 3.295 2.193 -0.05 -0.07 0.08 0.002
O 0.178 1.432 1.646 0.00 -0.01 -0.31 -0.021
S -1.995 0.798 3.416 -0.07 -0.14 0.15 0.005
C 0.479 -3.866 0.246 -0.15 0.03 0.02 0.000
Si 1.061 -2.098 0.045 0.22 -0.04 -0.04 -0.003
C 2.253 -2.032 -1.401 0.07 0.00 0.06 0.005
C 1.928 -1.508 1.597 0.03 0.00 -0.08 0.027
N -0.272 -1.046 -0.309 -0.22 0.36 -0.04 0.037
C -1.597 -1.518 -0.488 -0.02 -0.08 0.00 -0.033
C -2.151 -1.615 -1.767 0.10 -0.01 0.05 0.023
C -3.454 -2.058 -1.941 -0.04 -0.02 0.03 0.003
C -4.224 -2.409 -0.841 -0.02 0.00 -0.03 0.005
C -3.684 -2.304 0.435 0.01 0.00 -0.01 0.000
C -2.384 -1.863 0.614 0.00 0.01 -0.02 0.001
H 1.334 -4.539 0.346 0.03 0.01 0.01 0.000
H -0.103 -4.180 -0.624 0.00 -0.02 0.01 0.000
H -0.153 -3.980 1.129 0.00 -0.02 -0.01 0.000
H 3.223 -2.455 -1.128 0.01 0.01 -0.05 0.001
H 2.400 -0.995 -1.711 0.04 -0.01 0.00 -0.002
H 1.867 -2.585 -2.260 -0.04 0.00 0.00 0.000
H 2.981 -1.798 1.602 0.00 0.00 0.02 0.002
H 1.455 -1.911 2.495 -0.05 0.02 0.00 0.001
H 1.864 -0.420 1.669 0.08 -0.01 0.05 -0.013
H -1.531 -1.339 -2.613 -0.04 -0.01 -0.03 0.001
H -3.874 -2.126 -2.937 0.02 0.01 -0.01 0.000
H -5.243 -2.748 -0.976 0.00 0.00 0.00 0.000
H -4.290 -2.548 1.299 0.02 0.00 0.02 0.000
H -1.969 -1.725 1.605 -0.04 -0.01 0.02 0.001
```
Positions in Å, forces in eV/Å.



Question: Which formula does entry 1 have?
Answer: C10H23ClHfN6O12